Computed, not measured: a 7-piece molecular cluster, C78H54N2O10 overall at a distorted geometry, with ωB97M-V/def2-TZVPD.

The multiplicity is 1. As for the energy: -105214.870 eV. The HOMO energy is -9.45 eV. Its SMILES is O=C1c2ccccc2C(=O)c2ccccc21.O=C1c2ccccc2C(=O)c2ccccc21.O=C1c2ccccc2C(=O)c2ccccc21.O=C1c2ccccc2C(=O)c2ccccc21.O=C1c2ccccc2C(=O)c2ccccc21.CCCC#N.CCCC#N. As for the maximum force: 0.143 Eh/bohr. Its total charge is 0. For the LUMO energy, the calculation gives -1.36 eV.

Geometry as XYZ:
```
144
Properties=species:S:1:pos:R:3:lowdin_charge:R:1
O 6.54544 2.74940 2.14830 0.122
C 5.51505 3.20467 1.74651 -0.309
C 5.26863 4.63477 1.19313 -0.053
C 6.37712 5.51647 1.14382 0.027
C 6.18072 6.87273 0.66409 -0.066
C 4.97642 7.30707 0.30014 -0.099
C 3.86050 6.46748 0.37602 0.005
C 3.96316 5.13018 0.84821 -0.061
C 2.76979 4.21341 0.94783 -0.269
O 1.60356 4.59773 0.83019 0.062
C 3.00936 2.75510 1.17199 -0.056
C 1.93442 1.86460 1.07949 0.020
C 2.25526 0.47691 1.28092 -0.032
C 3.55767 0.03035 1.52064 -0.064
C 4.62177 0.89754 1.56895 0.003
C 4.39118 2.29615 1.45260 -0.046
H 7.33862 5.19602 1.51695 0.110
H 7.09597 7.43738 0.56466 0.105
H 4.73488 8.22989 -0.20628 0.111
H 2.94522 6.89054 -0.01086 0.114
H 0.89354 2.10942 0.92775 0.108
H 1.36625 -0.11539 1.12205 0.080
H 3.71920 -1.03212 1.62778 0.093
H 5.52839 0.42043 1.91072 0.121
O -2.19280 -5.44175 5.01709 0.078
C -1.66078 -4.42114 4.55459 -0.252
C -0.24055 -4.13705 4.40375 -0.113
C 0.63596 -5.10995 4.82482 0.024
C 1.99344 -4.88281 4.65324 -0.063
C 2.44530 -3.76427 4.07196 -0.079
C 1.57436 -2.87280 3.45748 0.041
C 0.20822 -3.01666 3.75070 -0.098
C -0.67149 -1.89782 3.49676 -0.243
O -0.24253 -0.78721 3.02628 0.042
C -2.11155 -2.08031 3.63998 -0.105
C -2.99770 -1.06802 3.26921 0.000
C -4.39026 -1.27484 3.36605 -0.050
C -4.92927 -2.45826 3.84956 -0.047
C -4.03074 -3.47476 4.36018 0.035
C -2.62363 -3.25949 4.25986 -0.053
H 0.25474 -6.07640 5.11984 0.126
H 2.86363 -5.51061 4.77587 0.115
H 3.47665 -3.53434 3.84867 0.110
H 1.82508 -1.95838 2.94040 0.101
H -2.68232 -0.22364 2.67425 0.090
H -5.01131 -0.54694 2.86520 0.097
H -5.98982 -2.61316 3.71671 0.084
H -4.33738 -4.46181 4.67339 0.107
O 3.43476 -4.03873 -4.27665 0.117
C 4.01778 -3.55101 -3.33867 -0.276
C 3.99382 -4.23798 -2.02283 -0.089
C 3.42227 -5.50440 -1.85070 -0.015
C 3.36979 -6.07765 -0.59025 -0.068
C 3.82336 -5.42932 0.58875 -0.063
C 4.40102 -4.21699 0.40702 -0.028
C 4.52493 -3.58496 -0.87823 -0.047
C 5.39228 -2.34188 -0.99891 -0.261
O 5.97441 -1.96172 -0.00440 0.094
C 5.61046 -1.78552 -2.38523 -0.097
C 6.44740 -0.72904 -2.59438 0.001
C 6.45660 0.05876 -3.79519 0.003
C 5.63585 -0.45776 -4.80469 -0.102
C 4.87274 -1.55981 -4.69858 -0.026
C 4.82703 -2.25332 -3.46866 -0.044
H 2.89010 -6.12776 -2.55399 0.122
H 2.86412 -7.02652 -0.69193 0.103
H 3.93614 -5.86681 1.56971 0.106
H 4.84685 -3.84504 1.31768 0.110
H 7.03622 -0.47804 -1.72451 0.115
H 7.04546 0.95853 -3.89545 0.108
H 5.66677 0.09256 -5.73345 0.093
H 4.38186 -1.93603 -5.58394 0.123
O -3.82010 5.71695 -1.12914 0.063
C -4.36278 4.94313 -0.31352 -0.227
C -3.62329 4.15959 0.80478 -0.080
C -2.25260 4.52275 0.90119 -0.032
C -1.48208 4.01861 1.92852 -0.042
C -2.01517 2.99699 2.76978 -0.022
C -3.34657 2.51734 2.64807 0.007
C -4.10973 3.15088 1.64367 -0.096
C -5.59702 2.81092 1.45299 -0.179
O -6.21951 2.05078 2.27547 0.034
C -6.42068 3.64835 0.44772 -0.059
C -7.81618 3.45962 0.41093 -0.006
C -8.59793 4.21041 -0.44082 -0.090
C -8.06466 5.07536 -1.35958 -0.034
C -6.64145 5.24467 -1.30145 -0.004
C -5.84056 4.63694 -0.38290 -0.115
H -1.82554 5.30182 0.28713 0.120
H -0.44607 4.32359 1.91913 0.081
H -1.36571 2.54964 3.50767 0.103
H -3.72848 1.88295 3.43425 0.111
H -8.36141 2.74335 1.00763 0.119
H -9.67693 4.21086 -0.39406 0.109
H -8.66663 5.59848 -2.08784 0.105
H -6.08858 5.91706 -1.94068 0.114
O 1.81715 -0.88663 -1.90778 0.076
C 0.66917 -0.86427 -1.46217 -0.264
C 0.01501 -2.06790 -0.77419 -0.057
C 0.72260 -3.28098 -0.57902 0.022
C 0.14458 -4.37932 0.03986 -0.074
C -1.14022 -4.34179 0.46439 -0.055
C -1.89028 -3.15123 0.28165 0.031
C -1.29198 -1.98389 -0.28030 -0.073
C -2.05264 -0.69095 -0.41385 -0.211
O -3.19014 -0.60648 0.11084 0.055
C -1.38171 0.47833 -1.07805 -0.086
C -2.05225 1.67180 -1.17581 -0.004
C -1.49031 2.81257 -1.75810 -0.044
C -0.16198 2.81156 -2.12522 -0.051
C 0.58827 1.64403 -1.99770 0.012
C -0.05366 0.43137 -1.51562 -0.073
H 1.78776 -3.23606 -0.75168 0.095
H 0.76044 -5.20839 0.35571 0.100
H -1.52343 -5.19705 1.00113 0.113
H -2.89422 -3.10248 0.67679 0.103
H -3.09127 1.72198 -0.88544 0.115
H -2.16159 3.65801 -1.72599 0.095
H 0.12776 3.75152 -2.57123 0.113
H 1.64032 1.71772 -2.23040 0.110
C -6.00357 -3.78975 0.60766 -0.088
C -6.18247 -2.44006 -0.14430 -0.204
C -7.67812 -2.02174 -0.04472 -0.219
C -8.06537 -1.69434 1.25484 -0.246
N -8.28263 -1.49125 2.40499 0.157
H -6.83465 -4.49004 0.52406 0.074
H -5.80354 -3.57918 1.65826 0.045
H -5.27365 -4.40575 0.08244 0.065
H -6.05072 -2.58061 -1.21713 0.102
H -5.49219 -1.65129 0.15480 0.087
H -8.34533 -2.79634 -0.42277 0.125
H -7.86045 -1.14646 -0.66823 0.121
C 1.51043 -0.01321 -5.24423 -0.084
C 2.49035 0.75144 -6.11117 -0.277
C 3.09151 1.98530 -5.47820 -0.206
C 4.26601 2.43447 -6.16153 -0.238
N 5.27952 2.77172 -6.72139 0.136
H 0.73995 0.72237 -5.01321 0.080
H 2.18750 -0.28593 -4.43473 0.053
H 1.16705 -0.94007 -5.70373 0.086
H 1.97586 1.02706 -7.03173 0.112
H 3.25740 0.10584 -6.53889 0.097
H 3.33727 1.82523 -4.42839 0.119
H 2.55276 2.93221 -5.44342 0.127
```